{
  "formula": "C9H14",
  "method": "ωB97M-V with the def2-TZVPD basis set",
  "spin_multiplicity": 1,
  "smiles": "Cc1ccccc1.CC",
  "fmax_ev_per_a": 1.30,
  "symbols": ["C", "C", "H", "H", "H", "H", "H", "H", "C", "C", "C", "C", "C", "C", "C", "H", "H", "H", "H", "H", "H", "H", "H"],
  "positions_angstrom": [[-3.7667, -1.4514, 0.3300], [-3.3134, -1.2092, 1.7762], [-4.0331, -0.5104, -0.1408], [-2.9416, -1.9056, -0.2205], [-4.5559, -2.2017, 0.2902], [-3.2058, -2.1620, 2.2730], [-3.9850, -0.5122, 2.2836], [-2.4016, -0.6044, 1.7970], [1.1673, -0.7094, -2.4745], [0.4587, 1.1526, -0.9568], [1.2176, 0.0012, -1.1580], [0.5912, 1.9501, 0.1755], [1.3759, 1.4646, 1.2114], [2.0034, -0.4475, -0.1034], [2.0405, 0.2558, 1.0997], [0.0247, 1.6131, -1.8272], [0.0386, 2.8787, 0.1969], [0.3827, -1.4720, -2.4285], [2.0951, -1.1905, -2.7857], [1.4706, 2.0459, 2.1213], [2.7325, -1.2276, -0.2990], [2.5267, -0.1934, 1.9558], [0.8927, -0.0649, -3.3128]],
  "forces_ev_per_angstrom": [[0.658, -0.321, 0.443], [-0.143, 1.057, -0.655], [-0.251, -0.108, -0.240], [0.067, 0.166, -0.173], [-0.349, 0.366, -0.048], [0.152, 0.055, 0.522], [-0.464, -0.613, 0.238], [0.356, -0.592, -0.095], [-0.378, -0.294, -0.495], [0.910, 0.806, -0.466], [0.070, 0.253, 0.253], [-0.120, -1.042, -0.358], [-0.296, 0.446, 0.665], [0.407, 0.310, -0.234], [-0.307, -0.352, -0.288], [-0.686, -0.155, -0.190], [0.204, 0.127, 0.298], [0.163, -0.107, -0.077], [0.077, -0.066, 0.385], [-0.029, -0.087, 0.055], [-0.363, -0.368, 0.273], [0.374, 0.291, -0.050], [-0.051, 0.227, 0.239]],
  "lowdin_charge": [-0.1722, -0.1714, 0.0584, 0.0546, 0.0582, 0.0572, 0.0584, 0.0567, -0.0589, -0.0624, -0.2885, -0.0843, -0.1074, -0.0552, -0.0893, 0.1025, 0.1004, 0.0831, 0.0769, 0.0982, 0.1098, 0.1005, 0.0748]
}

---

{
  "formula": "C9H14",
  "method": "ωB97M-V with the def2-TZVPD basis set",
  "spin_multiplicity": 1,
  "smiles": "Cc1ccccc1.CC",
  "fmax_ev_per_a": 5.58,
  "symbols": ["C", "C", "H", "H", "H", "H", "H", "H", "C", "C", "C", "C", "C", "C", "C", "H", "H", "H", "H", "H", "H", "H", "H"],
  "positions_angstrom": [[2.3203, -1.6906, 1.0609], [2.4602, -0.1950, 0.6694], [3.0889, -2.0435, 1.6151], [1.2667, -1.7555, 1.5187], [2.1099, -2.3586, 0.1915], [1.4932, 0.4070, 0.6663], [3.1165, 0.4493, 1.1632], [2.8356, -0.0650, -0.2960], [-1.7841, 2.3125, 0.7468], [-0.8212, -1.2538, -1.5264], [-0.8073, -1.2972, -0.1665], [-1.2066, -0.0929, -2.2199], [-1.0318, -0.1113, 0.5434], [-1.4593, 1.0524, -1.5160], [-1.3740, 1.1148, -0.0898], [-0.5294, -2.2096, -2.1188], [-0.6537, -2.1513, 0.6368], [-1.0195, 0.0128, -3.2643], [-0.8375, -0.0422, 1.5884], [-1.6308, 1.9474, -2.1044], [-2.4464, 3.0446, 0.1630], [-0.8820, 2.8842, 1.0165], [-2.2078, 2.0416, 1.7221]],
  "forces_ev_per_angstrom": [[-4.906, 1.720, -2.039], [-2.262, 0.033, -0.358], [2.114, -1.200, 1.964], [1.930, -0.190, 0.335], [0.775, 0.673, 0.251], [0.940, -1.167, 0.044], [1.259, 0.371, 1.862], [0.396, -0.198, -2.010], [0.385, 1.181, -0.832], [0.139, -2.576, -2.304], [0.012, -0.273, 3.671], [1.528, -0.559, 1.103], [-0.333, 1.797, -1.363], [-0.071, 1.123, 1.377], [-0.692, -1.792, -0.630], [-0.654, 1.796, 0.998], [-0.001, 1.117, -2.726], [-0.397, -0.351, -0.699], [-0.249, -0.372, 0.833], [-0.252, 0.159, 0.250], [0.753, -1.219, 0.956], [-0.135, 0.021, -0.164], [-0.279, -0.094, -0.519]],
  "lowdin_charge": [-0.1296, -0.1480, 0.0128, 0.0589, 0.0728, 0.0696, 0.0333, 0.0345, -0.0646, -0.1131, -0.1346, -0.1010, -0.0940, -0.0620, -0.2517, 0.1316, 0.1418, 0.0935, 0.0979, 0.1047, 0.1003, 0.0734, 0.0735]
}

---

{
  "formula": "C9H14",
  "method": "ωB97M-V with the def2-TZVPD basis set",
  "spin_multiplicity": 1,
  "smiles": "C=C/C=C(C)\\C(C)=C/C",
  "fmax_ev_per_a": 4.29,
  "symbols": ["C", "C", "C", "C", "C", "C", "C", "C", "C", "H", "H", "H", "H", "H", "H", "H", "H", "H", "H", "H", "H", "H", "H"],
  "positions_angstrom": [[-0.9618, 1.8682, -1.3740], [-0.2918, 1.6986, 0.0218], [0.4804, 0.6750, 0.3454], [1.0194, 0.5941, 1.7566], [0.8127, -0.6531, -0.4433], [2.3128, -0.9064, -0.7612], [-0.1851, -1.4744, -0.7105], [-1.5989, -1.4056, -0.3014], [-1.9745, -1.0980, 1.0183], [-0.5887, 2.8160, -1.7369], [-2.1608, 2.1265, -1.3077], [-0.9634, 0.9639, -2.0678], [-0.6055, 2.4474, 0.7668], [1.1883, 1.7072, 2.0817], [2.1219, -0.0293, 1.9001], [0.2422, 0.0307, 2.4710], [2.4338, -1.6088, -1.5613], [2.8726, -1.2064, 0.1830], [2.7760, -0.0150, -1.1948], [-0.0859, -2.3952, -1.3661], [-2.3403, -1.8788, -0.9457], [-1.3996, -0.9325, 1.9570], [-3.1040, -1.3241, 1.2690]],
  "forces_ev_per_angstrom": [[-2.953, -0.204, 1.037], [-1.472, -0.367, -2.009], [1.127, -2.337, 0.610], [1.648, -0.254, 2.193], [0.712, 2.392, 0.427], [-0.732, 0.622, 0.966], [-1.011, -1.824, -1.585], [-0.012, 0.712, 4.233], [-2.306, -1.977, -1.885], [0.360, -0.109, -0.911], [2.796, -0.757, 0.352], [0.698, 1.425, 0.902], [0.608, -0.289, -0.330], [-0.258, -2.275, 0.021], [-3.241, 1.904, -0.574], [1.855, 1.387, -1.417], [-0.087, -0.971, -0.055], [-0.626, 0.277, -1.352], [-0.086, 0.240, 0.511], [0.663, 1.028, 0.843], [0.077, 0.496, 0.037], [-0.004, 0.174, -1.449], [2.243, 0.708, -0.566]],
  "lowdin_charge": [-0.1006, -0.1380, -0.3215, -0.0963, -0.2311, -0.0502, -0.1225, -0.1622, 0.0156, 0.0404, 0.1144, 0.0781, 0.1128, 0.0931, 0.1301, 0.0863, 0.0561, 0.0855, 0.0748, 0.1278, 0.0877, 0.0416, 0.0782]
}

---

Frontier orbital gap across the listed records, respectively: 10.0 9.9 9.3 eV.